DFT (ωB97M-V/def2-TZVPD) results for a structure of composition C37H44BBr67F3NO3Si at a distorted geometry.

Results
- charge = 0
- largest force on an atom (hartree/bohr) = 0.071
- highest occupied orbital energy (Eh) = -0.3224

Geometry (Å):
C1 7.36017 -4.27033 1.77846
N1 7.79109 -3.91492 0.40450
C2 6.72993 -4.14213 -0.60784
B1 8.39922 -2.57525 0.31975
O1 9.79979 -2.52031 0.19764
C3 7.58265 -1.15533 0.40588
F1 8.56682 -0.15267 0.56760
Br1 6.76235 -0.74831 -1.37877
O2 6.63185 -1.11545 1.44991
C4 5.78464 -0.00185 1.38890
O3 6.11558 1.12202 1.20527
C5 4.22990 -0.27628 1.64130
F2 3.56540 0.90444 1.31818
F3 3.98751 -0.51350 2.99424
C6 3.75465 -1.44609 0.72558
C7 2.17309 -1.53645 0.71705
Si1 1.61440 -2.33432 -0.95576
C8 1.27154 -0.89802 -2.14916
C9 2.94493 -3.54515 -1.62813
C10 0.07137 -3.37725 -0.52368
C11 0.01614 -4.79296 -0.84336
C12 -1.15541 -5.60311 -0.47009
C13 -2.23367 -4.91136 0.24379
C14 -2.19271 -3.47846 0.53974
C15 -1.01979 -2.69217 0.15887
H1 7.32320 -3.40837 2.49198
H2 8.13897 -4.97833 2.19026
H3 6.40166 -4.86096 1.80287
H4 6.96348 -3.65027 -1.58913
H5 5.72884 -3.85313 -0.19417
H6 6.72170 -5.24837 -0.83584
H7 10.03953 -1.91079 -0.52409
H8 4.12422 -1.28752 -0.31640
H9 4.16076 -2.39776 1.16272
H10 1.66545 -0.54246 0.79783
H11 1.85646 -2.18954 1.56753
H12 0.78161 -1.23606 -3.09256
H13 2.29526 -0.49115 -2.46040
H14 0.72096 -0.04200 -1.68002
H15 3.99101 -3.16344 -1.47021
H16 2.84055 -3.68879 -2.74263
H17 2.86480 -4.52748 -1.08483
H18 0.85563 -5.29943 -1.36031
H19 -1.19154 -6.68942 -0.68605
H20 -3.09502 -5.55344 0.55150
H21 -3.06718 -3.00170 1.09967
H22 -1.00282 -1.60524 0.41314
C16 10.34257 -5.68137 -2.57979
Br2 9.57284 -4.00929 -3.17658
Br3 11.43587 -5.44694 -1.00412
Br4 8.99013 -7.03983 -2.32139
H23 10.99620 -6.02988 -3.37210
C17 2.37816 2.60427 4.04974
Br5 1.61324 4.29078 3.49421
Br6 3.55478 2.81308 5.56855
Br7 1.01585 1.27088 4.38119
H24 2.98383 2.24253 3.22454
C18 0.24887 1.97904 8.53547
Br8 1.66953 2.97369 9.39161
Br9 -0.03704 0.26520 9.38355
Br10 -1.38369 3.00904 8.42559
H25 0.56907 1.78079 7.51695
C19 -1.53732 -5.95904 -4.89517
Br11 -2.77539 -7.40609 -5.24224
Br12 -0.90833 -5.96903 -3.05858
Br13 -0.07227 -5.95020 -6.16290
H26 -2.08529 -5.03306 -5.03643
C20 -6.36056 -6.60855 -7.32489
Br14 -5.99418 -4.96365 -6.37618
Br15 -4.88787 -7.12028 -8.46672
Br16 -6.86505 -8.03433 -6.12016
H27 -7.21317 -6.41963 -7.96912
C21 3.09635 -2.92618 -6.07797
Br17 4.20627 -3.58198 -4.63548
Br18 3.06955 -4.14151 -7.58208
Br19 1.31322 -2.50064 -5.46330
H28 3.54395 -2.00104 -6.42539
C22 1.51431 2.70060 -3.82470
Br20 2.62703 2.02726 -2.39403
Br21 1.47321 1.48565 -5.33100
Br22 -0.25814 3.14913 -3.20094
H29 1.96828 3.62173 -4.17641
C23 9.59713 -0.69169 -5.62324
Br23 9.94124 0.29193 -3.99551
Br24 10.90811 -2.08025 -5.91261
Br25 7.79718 -1.39462 -5.66953
H30 9.68728 0.01094 -6.44461
C24 1.56498 7.24280 -4.37628
Br26 2.67061 6.54700 -2.94893
Br27 1.49777 6.03194 -5.88226
Br28 -0.19942 7.71281 -3.74927
H31 2.03298 8.15713 -4.72494
C25 -6.66779 -3.23314 1.71061
Br29 -7.88736 -4.53306 0.95903
Br30 -7.19150 -2.69807 3.49465
Br31 -4.83360 -3.84996 1.65567
H32 -6.72354 -2.34796 1.08545
C26 -1.02447 10.76383 -0.65342
Br32 -2.65477 10.24767 0.24672
Br33 0.35664 9.42680 -0.44605
Br34 -1.33712 11.19587 -2.51259
H33 -0.66774 11.66851 -0.17319
C27 -6.39200 11.97192 1.93985
Br35 -5.36373 13.59946 2.12265
Br36 -8.18338 12.16669 2.63494
Br37 -6.39995 11.32840 0.11586
H34 -5.89922 11.21576 2.54164
C28 5.52352 3.25304 9.46379
Br38 5.92170 4.88965 10.41190
Br39 6.99571 2.69615 8.33757
Br40 4.96552 1.84374 10.66617
H35 4.68367 3.46252 8.80836
C29 -11.10949 8.73856 1.88562
Br41 -11.36027 7.01409 2.71912
Br42 -11.55136 10.18851 3.08763
Br43 -9.32997 8.92692 1.15547
H36 -11.80365 8.79344 1.05271
C30 -14.73216 6.04122 -0.20595
Br44 -14.98311 4.31305 0.62653
Br45 -15.15529 7.49012 1.00391
Br46 -12.95827 6.22582 -0.94877
H37 -15.43194 6.10147 -1.03235
C31 4.95756 9.31018 10.32542
Br47 3.67584 7.90709 9.97186
Br48 5.57583 9.26981 12.15749
Br49 6.42799 9.26972 9.07021
H38 4.44359 10.25458 10.18353
C32 -5.51030 -3.60560 7.38083
Br50 -6.97234 -2.35131 7.55674
Br51 -6.13864 -5.43205 7.28882
Br52 -4.36199 -3.16485 5.88996
H39 -4.90985 -3.52215 8.28011
C33 10.74163 -3.92929 -9.41280
Br53 9.07681 -4.44267 -8.57642
Br54 12.12175 -5.25546 -9.13599
Br55 10.50656 -3.51646 -11.28732
H40 11.07389 -3.01841 -8.92542
C34 -8.22816 -8.24513 5.16530
Br56 -9.69072 -6.99068 5.34360
Br57 -8.85635 -10.07178 5.07039
Br58 -7.07835 -7.80211 3.67410
H41 -7.62739 -8.16260 6.06474
C35 -9.07653 -2.70329 -7.56042
Br59 -10.53668 -1.44683 -7.39769
Br60 -9.70818 -4.52890 -7.64175
Br61 -7.92346 -2.27759 -9.05284
H42 -8.47769 -2.61466 -6.66000
C36 -9.31426 4.09309 0.25979
Br62 -11.16686 3.66627 0.61084
Br63 -8.11282 2.90624 1.20362
Br64 -8.93919 4.13939 -1.63714
H43 -9.13845 5.09371 0.64288
C37 -3.32225 0.65418 1.10496
Br65 -3.15352 0.40487 -0.80559
Br66 -4.99619 -0.03444 1.77153
Br67 -1.82255 -0.09590 2.06934
H44 -3.31539 1.72362 1.28660